No. 1
Density functional theory data (ωB97M-V/def2-TZVPD) for C16H13N3O7Ru as an isolated structure.

Each line ends with the Löwdin charge.
Geometry (Å):
Ru: -0.19 -0.27 -0.04  1.405
O: -1.74 -1.44 3.48  0.059
C: -1.35 -0.91 2.46  -0.583
O: -0.95 -1.49 1.39  -0.136
C: -1.33 0.61 2.38  -0.153
C: -1.80 1.43 3.38  0.013
C: -1.81 2.80 3.18  -0.051
C: -1.35 3.31 1.97  -0.045
C: -0.89 2.43 1.01  -0.092
N: -0.87 1.12 1.23  -0.027
H: -2.16 0.96 4.29  0.121
H: -2.17 3.47 3.95  0.106
H: -1.35 4.37 1.77  0.106
H: -0.53 2.75 0.04  0.116
N: 2.53 2.38 0.68  0.003
C: 3.36 1.22 0.39  -0.198
C: 2.77 -0.17 0.69  -0.629
O: 3.50 -1.14 0.61  0.031
O: 1.52 -0.21 1.05  -0.192
H: 1.83 2.43 -0.05  0.028
H: 2.02 2.21 1.54  0.054
H: 4.31 1.27 0.92  0.108
H: 3.60 1.23 -0.67  0.120
O: 1.31 0.71 -3.56  0.076
C: 0.89 0.27 -2.51  -0.595
O: 0.69 0.96 -1.42  -0.176
C: 0.47 -1.18 -2.34  -0.186
C: 1.02 -1.99 -1.35  -0.096
C: 0.50 -3.28 -1.14  -0.059
C: -0.54 -3.74 -1.92  -0.078
C: -1.04 -2.95 -2.95  -0.069
C: -0.54 -1.68 -3.17  -0.046
H: 1.93 -1.72 -0.82  0.087
H: 0.92 -3.89 -0.35  0.116
H: -0.95 -4.72 -1.74  0.100
H: -1.85 -3.32 -3.57  0.106
H: -0.95 -1.05 -3.94  0.126
O: -3.93 -0.33 -2.27  0.025
C: -2.93 -0.26 -1.62  -0.501
N: -1.95 -0.19 -0.98  0.004

The calculation puts the lowest unoccupied orbital energy (alpha / beta) at 2.39 / 2.15 eV. Its spin multiplicity is 2. The expectation value of S² is 0.7543. As for the HOMO energy (alpha / beta): -5.9 / -5.6 eV. The total charge is -1. The calculation puts the energy relative to the best compared isomer or geometry (same formula, charge and spin) at 18.7 kcal per mole.


No. 2
Density functional theory data (ωB97M-V/def2-TZVPD) for an isolated ion of composition C16H13N4O3 and charge -1 in a non-equilibrium geometry.

Each line ends with the Löwdin charge.
Geometry (Å):
C: 2.09 -4.52 -1.89  -0.081
O: 3.03 -3.41 -1.88  -0.108
C: 2.72 -2.35 -1.09  -0.281
C: 3.57 -1.22 -1.18  -0.012
C: 3.25 -0.08 -0.47  -0.019
C: 2.14 -0.04 0.38  -0.159
C: 1.88 1.24 1.17  -0.217
C: 1.96 1.05 2.62  -0.294
C: 2.11 2.18 3.45  -0.285
N: 2.25 3.13 4.12  0.058
C: 2.23 -0.18 3.21  -0.303
N: 2.42 -1.24 3.69  0.077
C: 1.33 -1.16 0.51  -0.025
C: 1.61 -2.31 -0.21  -0.013
H: 2.51 -5.20 -2.63  0.082
H: 2.04 -5.00 -0.90  0.091
H: 1.09 -4.18 -2.20  0.092
H: 4.45 -1.29 -1.81  0.109
H: 3.88 0.81 -0.55  0.120
H: 2.68 1.92 0.88  0.127
H: 0.47 -1.14 1.20  0.112
H: 0.98 -3.20 -0.07  0.096
C: -2.81 2.22 2.04  -0.020
N: -1.61 2.48 1.25  -0.056
C: -0.54 1.61 1.45  -0.393
O: -0.68 0.63 2.19  0.076
N: 0.63 1.93 0.77  0.142
C: 0.77 3.02 -0.10  -0.409
O: 1.88 3.28 -0.59  0.033
C: -0.42 3.76 -0.33  0.003
C: -1.55 3.52 0.38  -0.053
H: -3.57 2.95 1.72  0.081
H: -3.17 1.20 1.86  0.093
H: -2.60 2.34 3.10  0.102
H: -0.34 4.58 -1.02  0.108
H: -2.46 4.11 0.30  0.125

The calculation puts the lowest unoccupied orbital energy at 2.68 eV. Its spin multiplicity is 1. As for the HOMO energy: -3.2 eV. The total charge is -1.


No. 3
Density functional theory data (ωB97M-V/def2-TZVPD) for an isolated ion of composition C16H13N4O7 and charge -1 in a non-equilibrium geometry.

Each line ends with the Löwdin charge.
Geometry (Å):
C: 0.84 1.47 4.96  -0.076
C: 0.29 0.29 4.24  -0.238
O: 0.97 0.28 2.97  -0.004
C: 0.40 -0.57 2.12  -0.431
C: 0.62 -0.25 0.62  -0.043
C: 1.05 -1.41 -0.19  -0.213
C: 0.55 -2.71 0.10  -0.032
C: 0.46 -3.66 -0.93  -0.095
C: 0.99 -3.41 -2.20  -0.107
C: 1.64 -2.19 -2.42  -0.097
C: 1.71 -1.22 -1.43  -0.041
O: -0.32 -1.50 2.51  0.064
H: 0.35 1.60 5.92  0.073
H: 1.92 1.35 5.14  0.080
H: 0.68 2.39 4.40  0.079
H: 0.48 -0.66 4.73  0.119
H: -0.79 0.37 4.08  0.126
H: 1.20 0.65 0.40  0.133
H: 0.02 -2.91 1.04  0.101
H: -0.09 -4.60 -0.78  0.101
H: 0.91 -4.15 -3.00  0.098
H: 2.01 -1.98 -3.41  0.098
H: 2.15 -0.24 -1.65  0.117
O: -1.41 1.67 -5.08  0.018
N: -1.07 2.36 -4.09  -0.357
O: -0.65 3.54 -4.17  -0.013
C: -1.14 1.75 -2.79  -0.112
C: -0.72 2.48 -1.67  0.086
C: -0.74 1.93 -0.38  -0.145
N: -0.56 2.75 0.79  -0.333
O: -0.22 3.94 0.65  0.010
O: -0.81 2.26 1.93  0.005
C: -0.89 0.50 -0.10  -0.080
C: -1.36 -0.22 -1.27  -0.209
N: -1.69 -1.53 -1.33  0.194
O: -1.80 -1.77 -2.75  -0.116
N: -1.66 -0.64 -3.49  0.131
C: -1.45 0.34 -2.56  -0.158
H: -0.53 3.55 -1.78  0.124
H: -1.32 0.13 0.86  0.143

The calculation puts the lowest unoccupied orbital energy at 2.32 eV. Its spin multiplicity is 1. As for the HOMO energy: -4.5 eV. The total charge is -1. Its structure (SMILES) is CCOC(=O)[C@@H](c1ccccc1)[C@H]1C(=[N+]([O-])[O-])C=C([N+](=O)[O-])c2nonc21.


No. 4
Density functional theory data (ωB97M-V/def2-TZVPD) for one molecule with the formula C16H13N5O5 in a non-equilibrium geometry.

Each line ends with the Löwdin charge.
Geometry (Å):
O: -1.22 3.13 -2.07  0.090
N: -0.57 2.11 -2.21  -0.355
O: -0.60 1.39 -3.20  0.075
C: 0.31 1.75 -1.17  -0.117
N: 0.55 2.62 -0.21  0.225
N: 1.37 2.11 0.64  -0.035
C: 1.88 2.81 1.73  -0.166
C: 2.95 2.32 2.47  -0.008
C: 3.42 3.06 3.54  -0.071
C: 2.82 4.27 3.88  -0.083
C: 1.76 4.75 3.13  -0.072
C: 1.28 4.03 2.06  -0.011
H: 0.45 4.38 1.46  0.111
H: 1.30 5.69 3.38  0.107
H: 3.19 4.84 4.71  0.104
H: 4.25 2.69 4.12  0.108
H: 3.42 1.39 2.22  0.103
N: 1.81 0.89 0.19  -0.032
C: 1.02 0.51 -0.91  -0.223
N: 1.10 -0.72 -1.23  0.085
C: 0.37 -1.35 -2.30  -0.172
C: -0.84 -2.07 -1.75  -0.201
C: -1.75 -1.41 -0.94  -0.036
C: -2.88 -2.03 -0.43  0.016
C: -3.08 -3.34 -0.77  -0.207
C: -2.17 -4.02 -1.58  -0.197
C: -1.05 -3.41 -2.08  0.052
H: -0.36 -3.95 -2.71  0.124
O: -2.60 -5.31 -1.76  0.035
C: -3.81 -5.42 -1.05  -0.161
O: -4.09 -4.19 -0.41  0.033
H: -3.72 -6.21 -0.29  0.139
H: -4.63 -5.68 -1.74  0.139
H: -3.58 -1.50 0.20  0.118
H: -1.58 -0.37 -0.69  0.102
H: 0.04 -0.63 -3.06  0.102
H: 1.05 -2.07 -2.76  0.115
O: 2.24 -0.11 1.03  0.049
H: 1.97 -0.92 0.54  0.115

The calculation puts the lowest unoccupied orbital energy at -1.00 eV. Its spin multiplicity is 1. As for the HOMO energy: -7.9 eV. Its structure (SMILES) is O=[N+]([O-])c1nn(-c2ccccc2)n(O)/c1=N/Cc1ccc2c(c1)OCO2.


No. 5
Density functional theory data (ωB97M-V/def2-TZVPD) for C16H13NO7V as an isolated structure in a non-equilibrium geometry.

Each line ends with the Löwdin charge.
Geometry (Å):
V: -0.55 0.07 0.46  1.278
O: -0.72 1.96 4.07  0.306
C: -0.50 1.57 2.89  -0.339
O: -0.92 0.49 2.38  0.035
C: 0.30 2.44 1.99  -0.111
C: 0.85 3.67 2.21  0.116
C: 1.53 4.28 1.13  0.090
C: 1.62 3.64 -0.10  0.116
C: 1.04 2.39 -0.22  -0.094
N: 0.40 1.82 0.80  0.056
C: 0.99 1.50 -1.43  -0.349
O: 1.42 1.67 -2.49  0.312
O: 0.24 0.35 -1.03  -0.080
H: -1.26 1.35 4.62  0.212
H: 0.77 4.16 3.17  0.161
H: 1.97 5.26 1.26  0.155
H: 2.13 4.08 -0.95  0.164
C: 0.24 -6.67 0.29  0.079
O: -1.11 -6.20 -0.02  0.069
C: -1.51 -4.98 0.01  -0.178
C: -2.88 -4.76 -0.34  0.086
C: -3.35 -3.50 -0.43  0.078
C: -2.51 -2.35 -0.16  -0.060
C: -2.98 -1.10 -0.36  -0.176
C: -4.23 -0.68 -1.01  0.062
O: -2.15 -0.04 0.01  -0.069
C: -1.16 -2.64 0.30  -0.153
O: -0.34 -1.57 0.65  -0.066
C: -0.66 -3.88 0.37  0.146
H: 0.10 -7.62 0.77  0.122
H: 0.76 -5.98 0.95  0.093
H: 0.76 -6.79 -0.65  0.124
H: -3.50 -5.62 -0.53  0.160
H: -4.38 -3.35 -0.70  0.142
H: -4.78 -1.52 -1.42  0.102
H: -4.00 0.02 -1.82  0.132
H: -4.87 -0.13 -0.30  0.134
H: 0.36 -4.02 0.69  0.147

The calculation puts the lowest unoccupied orbital energy at -13.07 eV. Its spin multiplicity is 1. As for the HOMO energy: -19.0 eV. The total charge is +3.


No. 6
Density functional theory data (ωB97M-V/def2-TZVPD) for C16H14BCdF5N6S as an isolated structure in a non-equilibrium geometry.

Each line ends with the Löwdin charge.
Geometry (Å):
C: 3.05 -1.37 0.00  -0.140
N: 1.76 -1.50 -0.37  -0.115
N: 1.61 -2.71 -1.00  -0.030
C: 2.82 -3.32 -1.01  -0.018
C: 3.77 -2.50 -0.39  -0.003
B: 0.15 -3.08 -1.51  -0.437
N: -1.04 -2.95 -0.45  -0.001
N: -1.21 -1.81 0.31  0.024
C: -2.31 -2.01 1.07  -0.083
C: -2.85 -3.29 0.83  0.060
C: -2.03 -3.83 -0.16  0.026
Cd: 0.32 0.18 -0.20  1.290
N: -0.22 -2.18 -2.73  -0.021
N: -0.39 -0.80 -2.65  0.047
C: -0.68 -0.39 -3.91  -0.074
C: -0.69 -1.49 -4.80  0.055
C: -0.41 -2.60 -4.00  0.016
H: -0.86 0.63 -4.22  0.126
H: -0.33 -3.64 -4.27  0.147
H: -0.84 -1.46 -5.86  0.129
H: 0.18 -4.23 -1.84  0.121
H: -2.09 -4.80 -0.63  0.148
H: 2.94 -4.29 -1.45  0.129
H: -3.70 -3.72 1.33  0.134
H: 4.81 -2.64 -0.21  0.110
H: -2.71 -1.27 1.75  0.123
H: 3.38 -0.47 0.49  0.088
H: -1.47 0.94 -0.87  -0.040
C: -1.88 1.55 -0.04  -0.073
H: -2.91 1.20 0.14  0.060
H: -1.34 1.46 0.93  0.015
H: -1.90 2.60 -0.36  0.047
F: 0.94 5.14 4.66  0.178
C: 1.08 4.39 3.55  -0.051
C: 1.93 3.28 3.56  -0.093
F: 2.61 2.95 4.68  0.148
C: 2.10 2.55 2.39  -0.198
F: 2.90 1.44 2.41  0.084
C: 1.49 2.93 1.18  -0.583
S: 1.92 2.23 -0.33  0.723
C: 0.57 4.00 1.23  -0.208
F: -0.13 4.33 0.11  0.081
C: 0.38 4.75 2.39  -0.094
F: -0.44 5.82 2.38  0.148

The calculation puts the lowest unoccupied orbital energy (alpha / beta) at -11.49 / -11.74 eV. Its spin multiplicity is 1. As for the HOMO energy (alpha / beta): -13.8 / -14.0 eV. The total charge is +2.